Record 1
Below is the ion C8H9O4S with charge -1 at a distorted geometry, with properties calculated with ωB97M-V/def2-TZVPD.

Structure (XYZ):
```
22
Properties=species:S:1:pos:R:3
C -2.866 -1.411 -0.263
C -1.735 -2.201 0.064
C -2.758 -0.043 -0.250
C -0.535 -1.537 0.447
C -1.541 0.593 0.109
C -0.369 -0.167 0.376
C 1.613 2.379 -0.331
C 0.897 0.494 0.765
O 2.061 -0.689 -1.671
O 2.446 -1.721 0.479
O 3.564 0.349 -0.070
O 0.845 1.848 0.651
S 2.402 -0.555 -0.303
H -3.790 -1.851 -0.517
H -1.848 -3.203 0.251
H -3.490 0.574 -0.751
H 0.274 -2.047 0.922
H -1.547 1.632 0.209
H 1.166 3.286 -0.695
H 1.483 1.688 -1.237
H 2.641 2.315 -0.016
H 1.088 0.266 1.830
```

Values from the calculation:
charge = -1
SMILES string = CO[C@@H](c1ccccc1)S(=O)(=O)[O-]
multiplicity = 1
E = -27467.0916 eV

natural (NBO) population analysis, charges in e, atoms 1 to 2: number 1, C, carries -0.24; number 2, C, carries -0.21

Record 2
Below is a cluster of 10 separate species, C90H190N10O10 in total at a distorted geometry, with properties calculated with ωB97M-V/def2-TZVPD.

Structure (XYZ):
```
300
Properties=species:S:1:pos:R:3
C 0.046 -4.754 4.797
C -0.519 -5.476 3.608
C -1.015 -6.898 3.989
C -1.816 -7.534 2.870
C -2.999 -6.670 2.458
C -2.626 -5.291 2.083
N -1.711 -4.710 3.122
O -1.267 -3.463 2.573
C -1.916 -5.398 0.661
C -3.822 -4.425 1.961
C 0.611 -5.605 2.458
H -0.771 -4.315 5.377
H 0.706 -3.930 4.497
H 0.719 -5.369 5.392
H -0.124 -7.469 4.216
H -1.653 -6.793 4.863
H -2.172 -8.508 3.213
H -1.154 -7.849 2.057
H -3.754 -6.723 3.246
H -3.559 -7.197 1.667
H -2.634 -5.778 -0.065
H -1.564 -4.450 0.257
H -1.043 -6.049 0.712
H -4.482 -4.530 2.824
H -3.632 -3.375 1.787
H -4.391 -4.838 1.144
H 0.440 -6.371 1.726
H 1.576 -5.846 2.886
H 0.739 -4.579 2.110
H -1.684 -2.815 3.152
C 5.029 -2.717 1.795
C 4.283 -2.333 3.030
C 4.172 -3.571 3.921
C 3.607 -3.240 5.308
C 4.453 -2.084 5.891
C 4.509 -0.854 5.066
N 4.961 -1.201 3.664
O 4.719 -0.073 2.782
C 3.091 -0.204 4.996
C 5.461 0.185 5.628
C 2.879 -2.028 2.499
H 6.043 -3.077 1.979
H 5.078 -1.945 1.034
H 4.551 -3.563 1.312
H 3.520 -4.289 3.421
H 5.122 -4.053 4.118
H 3.553 -4.090 5.995
H 2.532 -3.023 5.250
H 5.443 -2.544 5.979
H 4.106 -1.848 6.901
H 3.149 0.593 4.246
H 2.322 -0.928 4.736
H 2.834 0.233 5.958
H 5.111 0.743 6.503
H 6.417 -0.236 5.955
H 5.725 0.930 4.853
H 2.126 -1.908 3.289
H 2.411 -2.729 1.822
H 2.759 -1.041 2.051
H 5.592 0.227 2.576
C -2.049 -6.304 -5.647
C -2.348 -6.025 -4.156
C -1.027 -5.769 -3.451
C -0.413 -4.417 -3.861
C -1.416 -3.265 -3.578
C -2.774 -3.466 -4.242
N -3.296 -4.852 -3.951
O -4.361 -5.096 -4.791
C -3.814 -2.502 -3.653
C -2.677 -3.210 -5.746
C -2.985 -7.292 -3.544
H -1.313 -5.679 -6.142
H -3.000 -6.225 -6.158
H -1.673 -7.339 -5.774
H -1.149 -5.758 -2.367
H -0.372 -6.605 -3.714
H -0.099 -4.439 -4.908
H 0.469 -4.228 -3.270
H -1.094 -2.273 -3.954
H -1.582 -3.213 -2.500
H -3.405 -1.492 -3.528
H -4.694 -2.477 -4.276
H -4.068 -2.871 -2.659
H -3.461 -3.801 -6.233
H -2.807 -2.177 -6.047
H -1.739 -3.631 -6.092
H -3.564 -7.917 -4.224
H -3.705 -7.033 -2.756
H -2.307 -7.940 -2.956
H -5.094 -5.254 -4.187
C -4.146 5.387 -1.943
C -3.236 5.976 -2.986
C -1.832 6.354 -2.481
C -0.998 5.145 -1.995
C -0.844 4.228 -3.176
C -2.131 3.789 -3.811
N -2.990 4.993 -4.104
O -4.194 4.417 -4.543
C -1.816 3.148 -5.151
C -2.793 2.735 -2.932
C -3.969 7.165 -3.604
H -4.685 6.267 -1.603
H -3.588 4.888 -1.156
H -4.891 4.747 -2.429
H -1.318 6.827 -3.328
H -1.862 7.058 -1.640
H -1.492 4.671 -1.138
H -0.031 5.535 -1.629
H -0.301 3.326 -2.892
H -0.195 4.707 -3.935
H -1.487 3.851 -5.929
H -0.968 2.453 -5.034
H -2.629 2.535 -5.550
H -2.318 1.767 -2.943
H -2.660 3.091 -1.904
H -3.844 2.621 -3.192
H -3.473 7.551 -4.500
H -4.111 8.032 -2.952
H -4.940 6.834 -3.985
H -4.287 4.650 -5.479
C 5.750 -2.450 -2.755
C 5.087 -3.815 -3.033
C 3.846 -3.695 -3.957
C 4.127 -3.471 -5.439
C 5.101 -4.641 -5.842
C 6.441 -4.719 -5.083
N 6.091 -4.893 -3.601
O 7.278 -4.788 -2.851
C 7.176 -5.998 -5.411
C 7.269 -3.517 -5.432
C 4.733 -4.358 -1.624
H 6.803 -2.606 -2.499
H 5.181 -2.027 -1.897
H 5.652 -1.703 -3.550
H 3.151 -4.540 -3.824
H 3.210 -2.879 -3.593
H 4.579 -2.512 -5.656
H 3.243 -3.598 -6.059
H 5.371 -4.531 -6.883
H 4.572 -5.597 -5.673
H 6.554 -6.851 -5.138
H 7.419 -6.078 -6.471
H 8.126 -6.114 -4.877
H 6.713 -2.577 -5.382
H 8.143 -3.511 -4.782
H 7.696 -3.524 -6.426
H 4.081 -3.688 -1.079
H 5.665 -4.485 -1.082
H 4.278 -5.354 -1.709
H 7.397 -5.650 -2.420
C 1.705 5.888 5.979
C 2.688 6.069 4.786
C 1.860 5.997 3.463
C 0.982 7.169 3.246
C 1.743 8.495 3.185
C 2.504 8.677 4.507
N 3.338 7.420 4.793
O 3.881 7.638 6.106
C 3.520 9.872 4.417
C 1.479 8.933 5.636
C 3.746 5.000 4.892
H 2.140 6.111 6.956
H 1.480 4.836 5.967
H 0.766 6.415 5.826
H 2.603 5.982 2.657
H 1.348 5.037 3.368
H 0.274 7.231 4.079
H 0.473 7.096 2.289
H 1.080 9.340 3.015
H 2.393 8.498 2.298
H 4.386 9.484 3.855
H 3.164 10.768 3.900
H 3.940 10.156 5.389
H 0.633 8.283 5.704
H 1.938 8.997 6.630
H 1.188 9.945 5.342
H 4.376 4.926 3.997
H 3.426 3.971 4.994
H 4.375 5.251 5.735
H 4.821 7.611 5.897
C 5.203 5.942 -5.034
C 5.063 4.428 -5.001
C 4.033 3.993 -3.906
C 2.602 4.364 -4.272
C 2.242 3.733 -5.584
C 3.163 4.171 -6.695
N 4.566 3.917 -6.279
O 5.446 4.375 -7.309
C 3.020 3.345 -7.985
C 2.826 5.614 -7.085
C 6.440 3.811 -4.781
H 4.256 6.473 -4.999
H 5.680 6.218 -5.974
H 5.824 6.311 -4.217
H 4.090 2.915 -3.685
H 4.277 4.455 -2.932
H 2.433 5.445 -4.276
H 1.977 3.914 -3.511
H 1.220 4.024 -5.880
H 2.284 2.651 -5.426
H 3.458 2.337 -7.928
H 1.973 3.124 -8.207
H 3.483 3.832 -8.835
H 2.351 6.225 -6.326
H 3.695 6.142 -7.473
H 2.084 5.647 -7.902
H 6.408 2.732 -4.941
H 6.745 4.026 -3.747
H 7.220 4.196 -5.428
H 5.907 3.566 -7.577
C -2.767 0.379 4.698
C -2.443 -0.616 5.805
C -2.608 0.095 7.181
C -4.059 0.238 7.557
C -4.801 -1.132 7.451
C -4.651 -1.828 6.124
N -3.228 -1.843 5.766
O -3.057 -2.461 4.512
C -5.088 -3.278 6.208
C -5.503 -1.125 5.021
C -0.981 -1.013 5.575
H -1.924 1.073 4.626
H -3.683 0.953 4.890
H -2.720 -0.137 3.746
H -2.074 -0.450 7.967
H -2.099 1.067 7.067
H -4.577 1.039 6.997
H -4.165 0.555 8.593
H -5.841 -0.938 7.689
H -4.360 -1.718 8.261
H -5.101 -3.708 5.203
H -4.413 -3.911 6.776
H -6.097 -3.336 6.615
H -6.507 -1.530 5.082
H -5.594 -0.071 5.270
H -5.157 -1.170 3.992
H -0.289 -0.299 6.029
H -0.690 -1.235 4.550
H -0.708 -1.980 6.033
H -2.852 -3.385 4.683
C 1.782 -1.314 -1.230
C 0.726 -0.306 -0.753
C -0.434 -1.015 0.005
C -1.308 -0.027 0.765
C -0.513 0.781 1.741
C 0.670 1.491 1.081
N 1.485 0.519 0.268
O 2.476 1.275 -0.407
C 0.133 2.672 0.258
C 1.597 2.123 2.151
C 0.185 0.576 -1.855
H 1.321 -2.143 -1.764
H 2.326 -1.725 -0.359
H 2.544 -0.812 -1.807
H -1.086 -1.632 -0.658
H -0.058 -1.686 0.785
H -2.048 -0.599 1.366
H -1.939 0.610 0.105
H -0.171 0.189 2.604
H -1.159 1.555 2.138
H 0.780 2.979 -0.558
H -0.860 2.575 -0.171
H -0.015 3.525 0.934
H 2.027 1.457 2.866
H 2.449 2.651 1.728
H 1.114 2.924 2.713
H 0.837 1.394 -2.183
H -0.717 1.039 -1.426
H -0.187 -0.022 -2.695
H 3.297 0.978 0.003
C -7.198 -0.845 -2.117
C -7.383 -1.104 -0.566
C -6.220 -1.879 -0.065
C -4.895 -1.129 0.061
C -5.154 0.151 0.925
C -6.260 1.021 0.499
N -7.470 0.149 0.263
O -8.574 0.910 -0.042
C -6.698 2.062 1.527
C -5.792 1.819 -0.758
C -8.721 -1.778 -0.392
H -7.527 -1.736 -2.665
H -6.216 -0.569 -2.452
H -7.895 -0.081 -2.455
H -6.501 -2.321 0.896
H -6.112 -2.740 -0.732
H -4.579 -0.827 -0.939
H -4.134 -1.712 0.545
H -4.273 0.792 0.882
H -5.314 -0.221 1.945
H -5.846 2.503 2.043
H -7.374 2.839 1.191
H -7.240 1.455 2.266
H -5.641 1.191 -1.642
H -6.684 2.407 -0.992
H -4.948 2.476 -0.570
H -8.823 -2.847 -0.535
H -9.455 -1.331 -1.045
H -9.073 -1.642 0.629
H -8.411 1.344 -0.891
```

Values from the calculation:
SMILES string = CC1(C)CCCC(C)(C)N1O.CC1(C)CCCC(C)(C)N1O.CC1(C)CCCC(C)(C)N1O.CC1(C)CCCC(C)(C)N1O.CC1(C)CCCC(C)(C)N1O.CC1(C)CCCC(C)(C)N1O.CC1(C)CCCC(C)(C)N1O.CC1(C)CCCC(C)(C)N1O.CC1(C)CCCC(C)(C)N1O.CC1(C)CCCC(C)(C)N1O
multiplicity = 1
E = -131776.4200 eV

Mulliken population analysis, charges in e, atoms 1 to 2: number 1, C, carries -1.05; number 2, C, carries 1.56

The evaluated gap between HOMO and LUMO for the records listed, in turn: 8.34 8.75 eV.